Version one
# H28O14

14 unconnected molecules or ions with the total composition H28O14 (the ωB97M-V functional and the def2-TZVPD basis, the Open Molecules 2025 dataset).

## Properties
lowest unoccupied orbital energy: 0.054 eV
frontier orbital gap: 10.200 eV
highest occupied orbital energy: -0.373 Ha

The geometry in ORCA input format:
```
! wB97M-V def2-TZVPD RIJCOSX def2/J DEFGRID3
* xyz 0 1
O -3.653 3.348 -0.527
H -3.587 3.943 0.354
H -3.653 2.541 -0.158
O 4.308 -1.579 -0.897
H 3.731 -0.846 -0.430
H 4.570 -1.158 -1.809
O -0.536 -1.104 3.372
H -1.284 -1.065 3.995
H -0.689 -0.293 2.762
O 2.142 -3.292 -1.664
H 2.619 -2.524 -1.447
H 2.658 -4.092 -1.312
O -0.275 1.610 -0.415
H -0.863 2.127 -0.958
H 0.327 2.460 -0.290
O 1.199 1.318 2.147
H 1.469 0.912 2.877
H 1.236 0.737 1.434
O -2.661 0.924 -3.807
H -3.209 0.059 -3.803
H -2.370 1.030 -4.698
O 1.258 -0.792 0.796
H 0.785 -0.359 0.173
H 0.699 -1.107 1.506
O 2.987 -0.985 3.185
H 2.201 -1.084 2.699
H 3.065 -1.994 3.401
O -0.721 -1.833 -0.889
H 0.180 -2.131 -0.336
H -0.446 -2.667 -1.540
O 3.100 2.147 0.955
H 2.680 2.504 1.843
H 3.182 1.157 1.243
O -3.116 -0.171 -1.310
H -2.406 -0.752 -1.641
H -2.720 -0.033 -0.440
O -2.779 -2.243 0.988
H -1.992 -2.142 0.527
H -3.102 -3.110 0.762
O -1.187 3.555 -1.842
H -1.041 3.962 -2.818
H -2.107 3.023 -1.990
*
```

---

Version two
# H28O14

A molecular structure, H28O14 (the ωB97M-V functional and the def2-TZVPD basis, the Open Molecules 2025 dataset).

## Properties
lowest unoccupied orbital energy: -0.688 eV
frontier orbital gap: 7.938 eV
highest occupied orbital energy: -0.317 Ha

The geometry in ORCA input format:
```
! wB97M-V def2-TZVPD RIJCOSX def2/J DEFGRID3
* xyz 0 1
H 0.349 -0.724 0.387
H -0.505 0.480 0.025
H -0.865 -2.552 2.338
H -0.566 -3.350 1.079
H 3.726 -2.615 -0.041
H 4.208 -3.960 -0.559
H 2.399 3.591 0.867
H 1.588 4.610 0.082
H -1.156 2.814 -0.286
H -2.028 3.271 -1.445
H -0.248 1.398 3.577
H -0.512 2.584 2.664
H 5.130 1.286 1.904
H 4.637 0.523 0.686
H -3.476 0.549 4.067
H -2.719 0.235 2.787
H -2.446 -0.928 -1.352
H -1.829 -0.812 0.032
H -3.128 0.553 -2.294
H -4.030 -0.339 -3.129
H 0.172 -3.385 -0.743
H 1.448 -4.207 -0.684
H 2.130 3.220 -2.246
H 1.748 4.287 -3.259
H 2.992 -2.155 -2.673
H 1.726 -1.975 -1.851
H -5.202 -1.072 -0.549
H -3.907 -0.320 -0.288
O -0.404 -0.207 0.693
O -1.103 -2.620 1.406
O 4.208 -3.405 0.229
O 1.909 4.415 0.970
O -1.107 3.129 -1.196
O -0.272 1.650 2.647
O 5.124 0.407 1.509
O -2.641 0.719 3.617
O -2.548 -1.240 -0.446
O -4.055 0.340 -2.447
O 0.490 -4.286 -0.616
O 2.376 3.571 -3.109
O 2.632 -2.298 -1.790
O -4.245 -1.181 -0.561
*
```

---

Least stable: version two

---

Version one
# C3H3NO2S2

A single C3H3NO2S2 molecule (the ωB97M-V functional and the def2-TZVPD basis, the Open Molecules 2025 dataset).

## Properties
SMILES string: O=CS/N=C/C(=O)S
lowest unoccupied orbital energy: -0.775 eV
frontier orbital gap: 9.029 eV
highest occupied orbital energy: -0.360 Ha

The geometry in ORCA input format:
```
! wB97M-V def2-TZVPD RIJCOSX def2/J DEFGRID3
* xyz 0 1
O 0.034 2.522 1.434
C -0.037 2.865 0.234
S -0.111 1.872 -1.178
N -0.118 0.304 -0.547
C 0.043 -0.189 0.637
C -0.084 -1.683 0.688
O -0.283 -2.208 1.774
S 0.263 -2.704 -0.766
H 0.021 3.896 -0.144
H 0.311 0.473 1.611
H 0.508 -1.646 -1.563
*
```

---

Version two
# C3H3NO2S2

A single C3H3NO2S2 molecule (the ωB97M-V functional and the def2-TZVPD basis, the Open Molecules 2025 dataset).

## Properties
SMILES string: O=c1on(S)cc1S
lowest unoccupied orbital energy: 0.049 eV
frontier orbital gap: 8.937 eV
highest occupied orbital energy: -0.327 Ha

The geometry in ORCA input format:
```
! wB97M-V def2-TZVPD RIJCOSX def2/J DEFGRID3
* xyz 0 1
O -0.634 -1.317 1.949
C -0.462 -0.703 0.914
O -1.562 -0.068 0.257
N -1.007 0.509 -0.902
S -1.479 2.143 -1.087
C 0.354 0.200 -1.007
C 0.728 -0.556 0.057
S 2.240 -1.390 0.377
H -0.740 2.713 -0.056
H 0.920 0.564 -1.885
H 1.642 -2.096 1.383
*
```

---

Least stable: version two

---

Version one
# C3H3NO2S2

A single C3H3NO2S2 molecule (the ωB97M-V functional and the def2-TZVPD basis, the Open Molecules 2025 dataset).

## Properties
SMILES string: O=C=N[C@H](S)C(=O)S
lowest unoccupied orbital energy: 0.093 eV
frontier orbital gap: 9.623 eV
highest occupied orbital energy: -0.350 Ha

The geometry in ORCA input format:
```
! wB97M-V def2-TZVPD RIJCOSX def2/J DEFGRID3
* xyz 0 1
O 3.044 -0.282 -0.200
C 1.978 0.188 -0.223
N 1.071 1.039 -0.317
C -0.273 0.752 -0.543
S -1.231 1.834 0.489
C -0.353 -0.753 -0.090
O 0.713 -1.291 0.165
S -1.974 -1.163 0.044
H -0.531 0.822 -1.621
H -0.806 1.240 1.587
H -1.639 -2.386 0.709
*
```

---

Version two
# C3H3NO2S2

A single C3H3NO2S2 molecule (the ωB97M-V functional and the def2-TZVPD basis, the Open Molecules 2025 dataset).

## Properties
SMILES string: O=C1O/C(=N\S)CS1
lowest unoccupied orbital energy: 0.346 eV
frontier orbital gap: 9.414 eV
highest occupied orbital energy: -0.333 Ha

The geometry in ORCA input format:
```
! wB97M-V def2-TZVPD RIJCOSX def2/J DEFGRID3
* xyz 0 1
O -1.980 2.209 -0.003
C -1.451 1.110 0.001
O -0.085 1.033 -0.127
C 0.405 -0.234 -0.066
N 1.611 -0.478 -0.047
S 2.909 0.490 -0.089
C -0.581 -1.330 0.041
S -2.183 -0.509 -0.151
H 2.287 1.660 0.054
H -0.587 -1.859 1.036
H -0.343 -2.092 -0.651
*
```

---

Least stable: version one

---

Version one
# C5H7Br

A molecular structure, C5H7Br (the ωB97M-V functional and the def2-TZVPD basis, the Open Molecules 2025 dataset).

## Properties
lowest unoccupied orbital energy: -1.425 eV
frontier orbital gap: 7.621 eV
highest occupied orbital energy: -0.332 Ha

The geometry in ORCA input format:
```
! wB97M-V def2-TZVPD RIJCOSX def2/J DEFGRID3
* xyz 0 1
C 0.286 2.132 -0.268
C 0.136 1.142 0.567
C 0.161 -1.585 0.689
C 0.320 -1.214 -0.784
C -0.086 -0.232 0.179
Br -2.669 0.021 -0.198
H 0.150 3.149 0.092
H 0.047 1.939 -1.250
H 0.406 1.126 1.552
H -0.648 -2.172 0.897
H 1.034 -1.833 1.280
H 1.247 -1.004 -1.281
H -0.384 -1.470 -1.475
*
```

---

Version two
# C5H7Br

A single C5H7Br molecule (the ωB97M-V functional and the def2-TZVPD basis, the Open Molecules 2025 dataset).

## Properties
SMILES string: CC1=C(Br)[C@H]1C
lowest unoccupied orbital energy: 0.225 eV
frontier orbital gap: 9.467 eV
highest occupied orbital energy: -0.340 Ha

The geometry in ORCA input format:
```
! wB97M-V def2-TZVPD RIJCOSX def2/J DEFGRID3
* xyz 0 1
C 0.095 0.970 1.768
C 0.486 0.521 0.412
C 1.249 0.183 -0.581
Br 3.062 -0.427 -1.540
C -0.139 0.067 -0.961
C -0.954 -1.137 -1.008
H 0.790 1.869 2.231
H 0.243 0.117 2.539
H -0.978 1.282 1.789
H -0.473 0.962 -1.558
H -1.945 -0.781 -1.334
H -1.083 -1.783 -0.062
H -0.353 -1.844 -1.696
*
```

---

Least stable: version two